C12H13B2N3O4 in the gas phase, computed with ωB97M-V/def2-TZVPD.

The geometry in XYZ format:
```
34
C12H13B2N3O4 (ωB97M-V/def2-TZVPD)
N -1.166 -1.005 2.395
C -1.578 -1.503 1.186
C -2.739 -2.282 1.111
C -3.048 -2.930 -0.053
B -4.347 -3.815 -0.139
O -5.358 -3.410 -1.018
O -4.534 -4.880 0.737
C -2.262 -2.794 -1.190
C -1.167 -1.934 -1.196
C -0.841 -1.229 -0.002
N 0.175 -0.270 -0.044
N 0.803 0.234 0.924
C 1.702 1.288 0.746
C 2.196 2.017 1.822
C 2.959 3.141 1.606
C 3.272 3.547 0.314
C 2.880 2.757 -0.743
B 3.301 3.309 -2.134
O 4.308 2.655 -2.819
O 2.654 4.506 -2.519
C 2.049 1.674 -0.542
H -1.540 -1.223 3.304
H -0.285 -0.453 2.424
H -3.360 -2.458 1.958
H -5.267 -2.482 -1.271
H -3.791 -5.245 1.245
H -2.507 -3.283 -2.105
H -0.621 -1.780 -2.105
H 1.805 1.798 2.801
H 3.301 3.660 2.476
H 3.732 4.498 0.142
H 4.733 1.812 -2.574
H 2.988 4.869 -3.376
H 1.552 1.212 -1.361
```

Summary:
* SMILES: Nc1cc(B(O)O)ccc1/N=N/c1cccc(B(O)O)c1
* LUMO: -0.5 eV
* spin multiplicity: 1
* HOMO energy: -0.289 Ha
* frontier orbital gap: 7.398 eV

Löwdin atomic charge list, values in e, 5 entries: 0.12, -0.24, 0.00, -0.13, -0.56

***

2 unconnected molecules or ions with the total composition C12H13BF3N5O6S, computed with ωB97M-V/def2-TZVPD.

The geometry in XYZ format:
```
41
C12H13BF3N5O6S (ωB97M-V/def2-TZVPD)
H -0.045 -4.880 6.273
B -0.855 -4.198 7.547
H -0.417 -4.861 8.408
H -0.318 -3.141 7.639
C -2.364 -4.193 7.520
N -3.347 -3.535 8.230
C -3.238 -2.611 9.376
C -4.580 -3.847 7.712
C -4.347 -4.636 6.640
N -3.023 -4.840 6.505
C -2.485 -5.644 5.407
H -4.239 -2.147 9.513
H -2.935 -3.188 10.267
H -2.491 -1.837 9.147
H -5.510 -3.459 8.099
H -5.088 -5.043 5.957
H -3.335 -5.761 4.692
H -1.641 -5.083 4.967
H -2.167 -6.612 5.856
O -0.616 -8.978 6.066
S 0.232 -8.109 6.852
O -0.253 -7.350 7.980
C 1.524 -9.224 7.682
F 0.897 -10.063 8.512
F 2.172 -9.951 6.749
F 2.403 -8.495 8.399
C 1.056 -6.916 5.746
C 0.968 -5.494 6.265
C 1.884 -4.798 5.330
N 2.385 -3.553 5.602
O 2.136 -2.795 6.515
O 3.353 -3.252 4.516
N 3.409 -4.293 3.637
C 2.509 -5.211 4.146
C 2.409 -6.547 3.721
N 3.082 -7.171 2.583
O 3.806 -6.467 1.838
O 2.965 -8.408 2.427
C 1.550 -7.349 4.518
H 1.330 -5.453 7.388
H 1.464 -8.354 4.116
```

Summary:
* LUMO: -1.4 eV
* spin multiplicity: 1
* HOMO energy: -0.281 Ha
* frontier orbital gap: 6.223 eV

Löwdin atomic charge list, values in e, 5 entries: 0.08, -0.10, 0.06, 0.07, -0.11

***

3 unconnected molecules or ions with the total composition C12H13Cl2O10P, computed with ωB97M-V/def2-TZVPD.

The geometry in XYZ format:
```
38
C12H13Cl2O10P (ωB97M-V/def2-TZVPD)
O -4.099 -2.975 0.126
C -2.975 -2.584 0.065
O -2.170 -2.358 1.153
C -0.874 -2.675 0.713
O 0.090 -2.362 1.327
C -0.906 -3.035 -0.727
P 0.402 -3.720 -1.814
O 0.361 -5.254 -1.230
Cl 2.178 -3.096 -1.021
C -2.123 -2.682 -1.161
Cl -2.691 -2.564 -2.726
H -0.554 -5.524 -1.115
C -3.644 2.808 -3.208
C -2.759 2.361 -2.074
C -1.475 3.144 -1.919
O -0.606 2.173 -1.317
C -1.036 0.950 -1.692
O -0.435 -0.057 -1.509
O -2.245 1.031 -2.299
H -4.549 2.205 -3.249
H -3.929 3.852 -3.081
H -3.132 2.692 -4.164
H -3.322 2.345 -1.137
H -1.574 4.016 -1.278
H -1.048 3.445 -2.879
C 2.340 -0.729 2.425
C 2.941 0.652 2.433
C 4.451 0.699 2.486
O 4.693 1.957 3.132
C 3.615 2.231 3.910
O 3.569 3.100 4.713
O 2.605 1.372 3.638
H 1.259 -0.672 2.379
H 2.691 -1.299 1.566
H 2.596 -1.266 3.339
H 2.566 1.232 1.585
H 4.917 0.680 1.504
H 4.873 -0.097 3.105
```

Summary:
* SMILES: O=C1OC(=O)C(P(O)Cl)=C1Cl.C[C@@H]1COC(=O)O1.C[C@@H]1COC(=O)O1
* LUMO: -1.3 eV
* spin multiplicity: 1
* HOMO energy: -0.353 Ha
* frontier orbital gap: 8.336 eV

Löwdin atomic charge list, values in e, 5 entries: 0.18, -0.45, 0.15, -0.41, 0.15

***

A molecular structure, C12H13ClN2O2SSn, computed with ωB97M-V/def2-TZVPD.

The geometry in XYZ format:
```
32
C12H13ClN2O2SSn (ωB97M-V/def2-TZVPD)
Cl -2.145 3.354 -2.619
C -0.974 -1.679 -2.053
C 0.450 -1.841 -1.875
C 1.121 -0.854 -2.662
H 0.913 -2.670 -1.376
C 0.128 -0.057 -3.335
C -1.173 -0.545 -2.926
H -2.129 -0.183 -3.330
H -1.715 -2.399 -1.779
H 2.205 -0.780 -2.838
C 0.373 1.098 -4.244
Sn -0.391 0.356 -0.759
C 2.040 1.561 0.137
O 2.837 1.996 0.802
C -2.103 2.316 -0.474
O -2.907 2.792 0.191
H 1.329 1.572 -3.963
H -0.457 1.807 -4.112
H 0.414 0.780 -5.303
C 0.310 -2.375 3.415
N 0.231 -0.912 3.344
C 0.806 0.004 4.206
C 0.509 1.246 3.760
N -0.260 1.094 2.602
C -0.450 -0.248 2.375
S -1.374 -1.026 1.197
H -0.691 -2.756 3.462
H 0.794 -2.739 2.528
H 0.867 -2.673 4.299
H 1.359 -0.306 5.098
H 0.727 2.214 4.187
H -0.647 1.854 2.045
```

Summary:
* LUMO (spin up / spin down): -10.2 / -10.1 eV
* net charge: +2
* spin multiplicity: 1
* HOMO energy (spin up / spin down): -0.574 / -0.566 Ha
* frontier orbital gap (spin up / spin down): 5.458 / 5.297 eV

Löwdin atomic charge list, values in e, 5 entries: 0.32, -0.20, -0.14, -0.07, 0.13

***

C12H13F2N in the gas phase, computed with ωB97M-V/def2-TZVPD.

The geometry in XYZ format:
```
28
C12H13F2N (ωB97M-V/def2-TZVPD)
C 3.053 -0.854 2.383
C 1.733 -1.186 1.751
F 1.616 -2.533 1.524
N 0.834 -0.386 1.469
C -0.397 -0.523 0.875
C -1.501 -1.061 1.595
C -2.700 -1.116 0.861
C -2.868 -0.516 -0.350
C -1.809 0.109 -0.967
C -2.094 0.809 -2.198
C -0.554 0.009 -0.386
C 0.632 0.654 -1.004
C 0.786 2.098 -0.765
C 1.565 -0.097 -1.623
F 2.527 0.673 -2.219
H 3.424 -0.049 1.777
H 3.767 -1.746 2.281
H 3.006 -0.415 3.378
H -1.370 -1.502 2.591
H -3.454 -1.703 1.451
H -3.732 -0.379 -0.942
H -1.549 0.382 -3.087
H -3.162 0.917 -2.367
H -1.745 1.884 -2.039
H 1.881 2.513 -0.857
H 0.480 2.339 0.248
H 0.104 2.767 -1.461
H 1.527 -1.088 -1.919
```

Summary:
* SMILES: C/C(F)=N/c1cccc(C)c1/C(C)=C/F
* LUMO: 0.8 eV
* relative energy (zero: lowest compared OMol25 entry of this formula, charge and spin): 0.000 eV
* spin multiplicity: 1
* HOMO energy: -0.314 Ha
* frontier orbital gap: 9.375 eV

Löwdin atomic charge list, values in e, 5 entries: 0.00, -0.37, 0.05, 0.18, -0.22

***

A gas-phase ion, C12H13N2O (charge +1), computed with ωB97M-V/def2-TZVPD.

The geometry in XYZ format:
```
28
C12H13N2O (ωB97M-V/def2-TZVPD)
C 4.436 -0.459 0.140
C 4.111 0.738 0.796
C 3.531 -1.302 -0.432
C 2.796 1.227 0.808
C 0.944 -1.296 -0.989
C 2.188 -0.836 -0.441
C 1.843 0.418 0.150
C -0.038 -0.328 -0.659
C -3.545 0.300 0.249
C -3.098 -1.996 0.725
C -2.509 1.390 0.150
C -1.357 -0.262 -1.233
N -2.762 -0.915 0.129
N -1.699 1.265 -1.082
O 0.543 0.711 0.022
H 5.565 -0.703 0.124
H 4.988 1.297 1.250
H 3.807 -2.163 -0.915
H 2.419 2.052 1.384
H 0.748 -2.227 -1.543
H -4.077 0.272 1.242
H -4.401 0.345 -0.527
H -2.486 -2.865 0.736
H -3.968 -1.826 1.363
H -3.021 2.410 0.395
H -1.826 1.288 0.997
H -2.279 1.485 -1.868
H -0.853 1.980 -0.971
```

Summary:
* LUMO (spin up / spin down): -3.8 / -3.8 eV
* net charge: +1
* relative energy (zero: lowest compared OMol25 entry of this formula, charge and spin): 5.508 eV
* spin multiplicity: 1
* HOMO energy (spin up / spin down): -0.422 / -0.422 Ha
* frontier orbital gap (spin up / spin down): 7.678 / 7.678 eV

Löwdin atomic charge list, values in e, 5 entries: -0.09, -0.06, 0.00, 0.03, 0.10

***

A gas-phase ion, C12H13N2S (charge +1), computed with ωB97M-V/def2-TZVPD.

The geometry in XYZ format:
```
28
C12H13N2S (ωB97M-V/def2-TZVPD)
N 2.370 -2.222 -0.230
C 2.444 -0.803 -0.381
C 3.337 0.004 0.084
C 3.226 1.506 0.070
C 2.197 2.340 0.199
C 0.777 2.050 0.340
C 0.086 1.064 -0.336
C -1.321 0.682 -0.224
C -2.286 1.574 -0.534
C -3.625 1.176 -0.562
C -3.974 -0.132 -0.411
C -2.998 -1.086 -0.073
C -1.703 -0.664 0.010
N -0.630 -1.590 0.376
S 1.132 -0.043 -1.427
H 2.538 -2.687 -1.076
H 2.942 -2.542 0.436
H 4.332 -0.363 0.475
H 4.209 2.010 0.048
H 2.322 3.404 0.256
H 0.150 2.630 1.038
H -2.076 2.528 -0.906
H -4.298 1.937 -0.977
H -5.050 -0.497 -0.504
H -3.288 -2.076 0.180
H -0.063 -1.242 1.173
H 0.146 -1.469 -0.300
H -0.874 -2.580 0.288
```

Summary:
* SMILES: NC1=CC=CC=C(c2ccccc2[NH3+])S1
* LUMO: -3.3 eV
* net charge: +1
* relative energy (zero: lowest compared OMol25 entry of this formula, charge and spin): 1.052 eV
* spin multiplicity: 1
* HOMO energy: -0.439 Ha
* frontier orbital gap: 8.695 eV

Löwdin atomic charge list, values in e, 5 entries: 0.08, -0.56, -0.10, -0.08, -0.11

***

2 unconnected molecules or ions with the total composition C12H13N3, computed with ωB97M-V/def2-TZVPD.

The geometry in XYZ format:
```
28
C12H13N3 (ωB97M-V/def2-TZVPD)
C 2.802 -0.273 0.396
C 3.348 1.887 -0.106
C 2.124 1.896 -0.801
C 1.271 0.793 -0.823
C 1.472 -0.377 -0.223
C -0.481 -1.589 -0.715
C -1.695 -0.691 -0.385
C -3.007 -0.478 -0.962
C -3.749 0.727 -0.331
C -3.450 1.348 0.941
C -2.362 0.672 1.580
C -1.473 -0.321 0.881
H 2.113 -2.385 0.638
H 4.212 -1.894 0.916
H 4.066 2.753 -0.328
H 1.689 2.759 -1.134
H 0.580 1.017 -1.729
H 0.985 -1.803 0.966
H -0.186 -1.401 -1.761
H -0.853 -2.510 -0.858
H -3.446 -1.003 -1.806
H -4.596 1.044 -0.819
H -4.511 1.767 1.230
H -1.959 0.954 2.612
H -0.499 -0.650 1.297
N 3.129 -1.428 0.922
N 3.675 0.696 0.481
N 0.802 -1.509 -0.080
```

Summary:
* LUMO: 0.5 eV
* relative energy (zero: lowest compared OMol25 entry of this formula, charge and spin): 6.796 eV
* spin multiplicity: 1
* HOMO energy: -0.276 Ha
* frontier orbital gap: 8.039 eV

Löwdin atomic charge list, values in e, 5 entries: -0.45, -0.12, -0.11, -0.06, -0.29